Below is a structure of composition C28H39Cl44N2O5PSi2, with properties calculated with ωB97M-V/def2-TZVPD.

Geometry (Å):
C1 -2.19000 1.25774 3.10512
C2 -3.13492 0.35813 2.13545
O1 -2.37849 -0.85172 1.84383
P1 -3.34183 -2.24718 1.97540
O2 -4.81250 -1.97764 1.57558
C3 -2.54093 -3.53715 0.86058
C4 -2.91254 -3.22958 -0.67852
C5 -2.11483 -1.99750 -1.31824
Si1 -0.26380 -2.40632 -1.74610
C6 0.04688 -4.31880 -1.84560
C7 1.30911 -4.74998 -0.90532
C8 0.82572 -5.31146 0.52816
C9 1.65988 -6.63852 0.91963
C10 3.05189 -6.32291 1.66114
N1 4.19113 -6.57407 0.72891
C11 0.08872 -1.51961 -3.40932
C12 1.56714 -1.70905 -3.97339
C13 2.54897 -0.42809 -4.04632
N2 2.07417 -2.83005 -4.43606
O3 0.69279 -1.84935 -0.41051
Si2 1.16570 -0.19205 -0.56034
C14 1.64545 0.48238 1.20128
C15 1.07667 1.94673 1.48909
O4 1.00779 2.35631 2.68091
O5 -3.36930 -2.66832 3.62229
C16 -2.81196 -3.98271 3.88335
C17 -3.85550 -5.18545 3.56287
H1 -2.28069 2.33863 2.77398
H2 -1.13032 0.85316 3.11112
H3 -2.60764 1.12360 4.16743
H4 -3.30507 0.91936 1.15008
H5 -4.09847 0.18801 2.71037
H6 -1.40368 -3.49208 1.00444
H7 -2.87503 -4.60142 1.06596
H8 -4.02163 -2.91559 -0.65871
H9 -2.89588 -4.17805 -1.32785
H10 -2.60772 -1.80021 -2.34386
H11 -2.20053 -1.04393 -0.70319
H12 -0.83865 -4.92062 -1.44133
H13 0.20606 -4.68048 -2.91738
H14 2.10342 -3.94236 -0.83674
H15 1.79411 -5.64639 -1.44063
H16 -0.27486 -5.63955 0.49436
H17 0.92801 -4.54924 1.37201
H18 1.80626 -7.25986 -0.03482
H19 1.02688 -7.28743 1.62011
H20 3.10493 -7.00812 2.57290
H21 2.99461 -5.24654 2.03910
H22 3.97091 -7.33124 0.06879
H23 4.26325 -5.72602 0.14757
H24 -0.61594 -2.00768 -4.18277
H25 -0.21575 -0.40886 -3.40614
H26 3.39755 -0.47763 -3.29655
H27 1.93421 0.52696 -3.85640
H28 2.89847 -0.37800 -5.13455
H29 1.33946 -3.55182 -4.36263
H30 0.19026 0.65310 -1.24658
H31 2.44397 -0.19962 -1.31138
H32 2.79393 0.57904 1.24947
H33 1.37974 -0.26584 2.03056
H34 0.79324 2.60447 0.59851
H35 -1.78233 -4.16149 3.42392
H36 -2.64965 -4.03553 5.02144
H37 -3.46555 -5.87144 2.73305
H38 -4.88702 -4.75606 3.31673
H39 -3.99824 -5.83241 4.49475
C18 -5.21931 3.47962 -0.33784
Cl1 -5.69901 4.72478 -1.51043
Cl2 -6.66748 2.80026 0.43132
Cl3 -4.33312 2.18838 -1.17707
Cl4 -4.17412 4.20546 0.90501
C19 0.15461 4.65471 -1.98934
Cl5 1.31171 3.39450 -1.50281
Cl6 0.88393 6.25159 -1.73436
Cl7 -0.24431 4.45001 -3.70770
Cl8 -1.32765 4.52004 -1.01848
C20 1.75389 -1.73382 4.95940
Cl9 2.03433 0.00763 4.79171
Cl10 1.27591 -2.10765 6.62840
Cl11 0.45744 -2.22088 3.84946
Cl12 3.24406 -2.61292 4.55944
C21 5.05904 2.25533 -6.19640
Cl13 3.85206 3.03662 -5.15294
Cl14 6.34688 1.55983 -5.19191
Cl15 4.28404 0.96700 -7.14295
Cl16 5.75448 3.46131 -7.29893
C22 -7.60760 7.84559 0.70787
Cl17 -6.45931 6.59076 1.21598
Cl18 -6.87794 9.45031 0.97226
Cl19 -7.98489 7.62833 -1.01435
Cl20 -9.09763 7.70779 1.66388
C23 0.43119 -8.11951 5.00965
Cl21 0.72743 -6.37468 4.86231
Cl22 -0.04855 -8.49967 6.67635
Cl23 -0.86912 -8.59432 3.89620
Cl24 1.91326 -9.00889 4.60262
C24 6.08085 -0.64504 0.38523
Cl25 6.25349 -1.88681 -0.87214
Cl26 5.36015 0.81711 -0.32214
Cl27 5.02918 -1.25680 1.67738
Cl28 7.67810 -0.25256 1.05380
C25 -1.14793 5.73241 3.45237
Cl29 -0.88861 5.34123 1.73541
Cl30 -2.83837 6.22551 3.69328
Cl31 -0.80105 4.31033 4.45254
Cl32 -0.06965 7.06310 3.92430
C26 -10.00507 11.42585 -1.73211
Cl33 -11.21030 12.21567 -0.69350
Cl34 -8.73827 10.69733 -0.72219
Cl35 -10.79397 10.15924 -2.69659
Cl36 -9.27867 12.63013 -2.81742
C27 9.67312 2.95881 -3.45096
Cl37 8.45839 2.07957 -2.49848
Cl38 11.07315 3.33056 -2.42421
Cl39 10.19271 1.95468 -4.82029
Cl40 8.96818 4.47189 -4.06013
C28 4.73803 6.85612 -4.22640
Cl41 6.21469 5.86862 -4.22216
Cl42 3.34990 5.83511 -3.80104
Cl43 4.89773 8.16583 -3.03759
Cl44 4.49000 7.55002 -5.84226

Atoms 1-2, force components in eV/Å:
-1.18 -0.86 0.01
0.94 2.04 0.87

Properties
* DFT total energy: -618914.0809 eV
* Kohn-Sham gap: 8.84 eV
* highest occupied orbital energy: -9.146 eV
* 2S+1: 1

These are the Mulliken partial charges, in e, on atoms 1 to 4: -0.394 0.176 0.064 0.819